Formula: C19H25N3O4
Source: the OMol25 dataset
Level of theory: wB97M-V/def2-TZVPD

HOMO = -7.4 eV
Gap between HOMO and LUMO = 7.11 eV
SMILES string = Cc1cc(/N=N/c2ccccc2)c(NC[C@@H](O)[C@H](O)[C@@H](O)CO)cc1C
Energy above the lowest of the compared OMol25 structures with the same formula, charge and spin = 3.618 eV
Molar mass = 359.43 g mol⁻¹

Geometry as ORCA input:
```
! wB97M-V def2-TZVPD RIJCOSX def2/J DEFGRID3
* xyz 0 1
C -1.421 -5.138 -0.838
C -1.098 -3.764 -0.332
C -2.036 -2.762 -0.372
C -1.778 -1.465 0.103
N -2.778 -0.572 -0.096
N -2.649 0.625 0.351
C -3.684 1.501 0.096
C -4.977 1.096 -0.256
C -5.970 2.036 -0.430
C -5.694 3.386 -0.263
C -4.414 3.793 0.084
C -3.415 2.862 0.271
C -0.493 -1.177 0.658
N -0.270 0.051 1.180
C 1.024 0.596 1.471
C 1.769 1.026 0.193
O 1.071 2.125 -0.351
C 3.215 1.462 0.500
O 3.189 2.688 1.194
C 4.024 1.637 -0.810
O 3.583 2.779 -1.510
C 5.526 1.723 -0.490
O 6.046 0.498 -0.046
C 0.462 -2.204 0.651
C 0.180 -3.471 0.185
C 1.234 -4.533 0.226
H -0.754 -5.417 -1.654
H -1.304 -5.878 -0.047
H -2.444 -5.178 -1.200
H -3.019 -2.946 -0.779
H -5.171 0.041 -0.374
H -6.969 1.721 -0.696
H -6.476 4.118 -0.401
H -4.201 4.845 0.212
H -2.412 3.165 0.535
H -1.039 0.705 0.968
H 0.882 1.475 2.104
H 1.633 -0.128 2.016
H 1.777 0.182 -0.512
H 1.528 2.403 -1.160
H 3.727 0.725 1.126
H 2.345 3.111 0.963
H 3.841 0.786 -1.477
H 3.723 3.536 -0.923
H 5.676 2.429 0.331
H 6.058 2.088 -1.379
H 6.005 -0.143 -0.765
H 1.449 -2.007 1.041
H 2.158 -4.149 0.651
H 1.440 -4.907 -0.776
H 0.900 -5.377 0.829
*
```

Atomic partial charges in e from the Mulliken method, atoms 1 to 2: -1.7674 0.8841